# 1
The following is a quantum chemistry calculation of a molecular structure, C12H21NO5 in a non-equilibrium geometry, from the Open Molecules 2025 dataset.

```
39
C12H21NO5 ωB97M-V/def2-TZVPD
C 1.132 4.229 1.846
C 1.653 2.863 1.459
O 0.636 2.274 0.593
C 0.977 1.040 0.175
C -0.247 0.295 -0.394
C -1.547 0.991 -0.531
C -2.229 1.269 -1.849
O -2.190 1.295 0.489
C 0.046 -0.807 -1.326
O -0.855 -1.591 -1.650
O 1.350 -0.897 -1.689
C 1.779 -1.898 -2.662
C 3.249 -2.153 -2.399
O 2.091 0.553 0.363
H 1.774 4.711 2.598
H 1.145 4.873 0.954
H 0.107 4.179 2.240
H 2.588 2.948 0.891
H 1.805 2.182 2.323
H -1.611 1.160 -2.742
H -3.129 0.636 -1.965
H -2.607 2.292 -1.809
H 1.151 -2.793 -2.544
H 1.647 -1.474 -3.663
H 3.662 -2.868 -3.113
H 3.820 -1.221 -2.513
H 3.420 -2.555 -1.395
C -1.307 -2.883 1.113
N -1.549 -1.487 1.423
C -2.844 -1.087 1.965
C -0.519 -0.655 1.359
H -2.224 -3.462 1.278
H -1.037 -2.954 0.052
H -0.462 -3.273 1.713
H -3.546 -1.924 1.838
H -2.783 -0.782 3.030
H -3.227 -0.230 1.396
H -0.600 0.296 1.897
H 0.481 -1.093 1.250
```

## Properties
* E_HOMO: -7.98 eV
* electronic energy: -900.7536 Eh
* Kohn-Sham gap: 8.691 eV
* relative energy (zero: lowest compared OMol25 entry of this formula, charge and spin): 1.718 eV
* LUMO: 0.71 eV

=====

# 2
The following is a quantum chemistry calculation of 2 unconnected molecules or ions with the total composition C3H6N3P in a non-equilibrium geometry, from the Open Molecules 2025 dataset.

```
13
C3H6N3P ωB97M-V/def2-TZVPD
C 0.672 -0.420 -0.140
C -0.301 0.605 -0.204
C 0.540 -1.866 0.158
N 1.800 0.125 -0.364
N 0.301 1.755 -0.458
N 1.577 1.378 -0.527
P -2.840 0.306 0.153
H 1.323 -2.080 1.076
H -0.533 -1.951 0.511
H 0.897 -2.444 -0.687
H 2.273 1.994 -0.730
H -2.902 1.803 -0.311
H -2.805 0.796 1.524
```

## Properties
* E_HOMO: -9.62 eV
* electronic energy: -623.3833 Eh
* Kohn-Sham gap: 9.090 eV
* relative energy (zero: lowest compared OMol25 entry of this formula, charge and spin): 4.235 eV
* LUMO: -0.53 eV

=====

# 3
The following is a quantum chemistry calculation of 2 unconnected molecules or ions with the total composition C3H12NO, from the Open Molecules 2025 dataset.

```
17
C3H12NO ωB97M-V/def2-TZVPD
C -2.476 -0.327 1.180
N -1.089 -0.854 0.967
H -3.046 -0.471 0.260
H -2.405 0.719 1.441
H -2.962 -0.931 1.950
H -1.074 -1.839 0.700
H -0.541 -0.343 0.252
H -0.575 -0.808 1.848
C 1.632 0.480 -1.224
O 0.531 -0.482 -1.130
C 1.679 1.312 0.014
H 1.455 1.100 -2.110
H 2.546 -0.089 -1.376
H 0.256 -0.669 -2.036
H 1.935 0.719 0.892
H 0.734 1.796 0.237
H 2.431 2.090 -0.118
```

## Properties
* E_HOMO: -14.88 eV
* electronic energy: -251.2445 Eh
* Kohn-Sham gap: 11.504 eV
* relative energy (zero: lowest compared OMol25 entry of this formula, charge and spin): 0.703 eV
* LUMO: -3.37 eV
* charge: +1

=====

# 4
The following is a quantum chemistry calculation of a molecular structure, C25H67BN3O17P2S in a non-equilibrium geometry, from the Open Molecules 2025 dataset.

```
116
C25H67BN3O17P2S ωB97M-V/def2-TZVPD
C -4.592 -4.867 -2.033
C -3.870 -3.506 -1.944
C -4.304 -2.670 -0.721
C -5.653 -2.014 -1.124
C -3.264 -1.663 -0.169
B -3.933 -1.069 1.169
O -4.924 -1.754 1.838
O -3.632 0.182 1.693
C -2.024 -2.495 0.406
P -2.520 -3.770 1.727
O -1.219 -4.158 2.629
O -2.830 -5.136 0.865
N -0.832 -1.745 0.677
C -0.569 -1.318 1.993
O 0.687 -1.843 2.471
C 1.082 -1.274 3.687
O 1.733 -0.054 3.526
C 1.070 1.097 4.042
C 2.021 2.088 4.736
O 1.591 2.315 6.079
C -0.228 -1.050 -0.460
C 0.850 -0.006 -0.094
C 2.268 -0.450 0.230
O 2.921 0.681 0.868
C 3.965 0.192 1.562
O 5.052 0.389 1.213
C 0.473 -2.055 -1.451
C -0.367 -2.726 -2.580
C 1.308 -3.222 -0.868
C 0.634 -4.290 0.011
C -1.359 -0.127 -1.084
S -1.028 0.356 -2.861
P -1.505 1.652 -0.383
O -0.519 2.662 -1.220
O -1.233 1.849 1.223
N -2.785 -0.687 -1.160
N -3.694 0.406 -1.404
H -4.712 -5.147 -3.077
H -5.592 -4.799 -1.606
H -4.026 -5.660 -1.548
H -2.804 -3.693 -2.065
H -4.191 -2.965 -2.844
H -4.600 -3.382 0.042
H -5.543 -1.257 -1.909
H -6.249 -1.708 -0.266
H -6.226 -2.813 -1.595
H -4.617 -1.763 2.758
H -4.467 0.671 1.718
H -1.784 -3.156 -0.441
H -0.876 -5.026 2.356
H -3.758 -5.378 0.978
H -1.309 -1.633 2.744
H -0.539 -0.236 2.158
H 0.233 -1.257 4.384
H 1.816 -1.973 4.091
H 0.244 0.884 4.725
H 0.620 1.613 3.187
H 3.071 1.795 4.680
H 1.892 3.053 4.254
H 1.595 1.467 6.538
H 0.971 0.677 -0.937
H 0.599 0.638 0.754
H 2.801 -0.707 -0.698
H 2.374 -1.296 0.908
H 3.814 -0.431 2.453
H 1.192 -1.450 -2.003
H 0.157 -2.639 -3.530
H -0.468 -3.802 -2.427
H -1.371 -2.344 -2.749
H 1.654 -3.771 -1.749
H 2.239 -2.952 -0.374
H 0.600 -3.915 1.030
H -0.320 -4.670 -0.352
H 1.312 -5.146 0.050
H 0.294 0.610 -2.909
H -0.745 3.586 -1.033
H -1.990 2.278 1.639
H -2.798 -1.155 -2.076
H -3.875 0.470 -2.397
H -4.611 0.222 -1.015
C 1.308 6.286 -2.105
O 0.271 6.117 -1.134
H 0.867 6.198 -3.095
H 1.761 7.275 -1.998
H 2.070 5.513 -1.978
H 0.677 6.199 -0.265
C 4.942 0.770 -2.925
O 3.907 0.501 -1.980
H 4.553 0.575 -3.922
H 5.252 1.815 -2.860
H 5.801 0.122 -2.743
H 4.268 0.678 -1.101
C 1.618 5.321 -5.849
O 0.371 5.814 -5.363
H 1.751 4.308 -5.476
H 1.620 5.304 -6.941
H 2.440 5.946 -5.492
H 0.266 6.709 -5.701
C -5.895 0.281 -4.645
O -5.041 -0.679 -4.004
H -6.915 0.095 -4.321
H -5.606 1.296 -4.361
H -5.836 0.173 -5.728
H -4.142 -0.506 -4.309
C 4.746 3.752 3.443
O 4.470 2.353 3.382
H 4.091 4.205 4.183
H 5.785 3.916 3.735
H 4.559 4.207 2.467
H 5.063 1.977 2.723
C 7.076 1.831 5.221
O 7.087 2.779 6.285
H 7.386 2.333 4.307
H 7.771 1.015 5.437
H 6.067 1.436 5.090
H 6.811 2.321 7.084
```

## Properties
* E_HOMO: -9.85 eV
* electronic energy: -3541.4676 Eh
* Kohn-Sham gap: 7.785 eV
* LUMO: -2.07 eV
* charge: +1

=====

- What is the Kohn-Sham gap in the first record?
  8.691 eV